{"formula": "C42H50N6O4ScSe3", "method": "ωB97M-V with the def2-TZVPD basis set", "e_above_lowest_kj_mol": 10.2, "max_force_ev_per_a": 0.36, "energy_ha": -10224.8843, "total_charge": 1, "homo_energy_ev": -10.11, "gap_ev": 6.85, "elements": ["Sc", "C", "O", "C", "C", "C", "C", "C", "C", "N", "N", "C", "C", "O", "C", "C", "C", "C", "C", "C", "C", "C", "H", "H", "H", "H", "H", "H", "H", "H", "H", "H", "H", "H", "H", "C", "Se", "C", "C", "Se", "C", "H", "H", "H", "H", "H", "H", "H", "H", "H", "H", "O", "N", "N", "O", "C", "C", "C", "C", "C", "C", "H", "H", "H", "H", "H", "C", "C", "C", "C", "N", "C", "Se", "N", "C", "C", "C", "C", "C", "C", "C", "C", "C", "C", "H", "H", "H", "H", "H", "H", "H", "H", "H", "H", "H", "H", "H", "H", "H", "H", "H", "H", "H", "H", "H", "H"], "positions_angstrom": [[-0.43, 0.19, 0.31], [-0.65, 3.46, -0.41], [0.31, 2.40, -0.24], [1.42, 2.47, -1.06], [1.76, 3.60, -1.78], [2.91, 3.59, -2.56], [3.71, 2.45, -2.62], [3.36, 1.33, -1.89], [2.21, 1.32, -1.12], [1.74, 0.21, -0.37], [2.58, -0.74, -0.29], [2.37, -1.85, 0.44], [1.35, -1.97, 1.42], [0.45, -1.07, 1.59], [1.35, -3.12, 2.27], [2.25, -4.11, 2.10], [3.27, -4.05, 1.10], [4.19, -5.10, 0.94], [5.17, -5.03, -0.02], [5.26, -3.89, -0.83], [4.38, -2.85, -0.68], [3.36, -2.90, 0.29], [-0.22, 4.40, -0.06], [-1.51, 3.19, 0.20], [-0.94, 3.52, -1.46], [1.16, 4.49, -1.75], [3.18, 4.47, -3.13], [4.60, 2.45, -3.23], [3.97, 0.43, -1.93], [0.58, -3.16, 3.03], [2.22, -4.98, 2.75], [4.10, -5.98, 1.58], [5.87, -5.85, -0.14], [6.04, -3.83, -1.58], [4.45, -1.98, -1.32], [0.77, -1.38, -3.09], [-0.51, -2.01, -1.77], [0.26, -3.80, -1.55], [-0.68, -4.76, -0.82], [-1.69, -4.01, 0.68], [-3.33, -3.58, -0.27], [1.78, -1.48, -2.70], [0.55, -0.34, -3.28], [0.67, -1.95, -4.01], [1.21, -3.72, -1.04], [0.44, -4.16, -2.56], [-0.09, -5.57, -0.39], [-1.40, -5.20, -1.50], [-3.76, -4.48, -0.70], [-3.14, -2.83, -1.04], [-4.01, -3.17, 0.48], [-1.58, 0.83, -1.38], [-2.86, 0.73, -1.36], [-3.27, 0.06, -0.37], [-2.43, -0.44, 0.50], [-4.69, -0.08, -0.13], [-5.08, -0.58, 1.10], [-6.44, -0.72, 1.36], [-7.37, -0.37, 0.40], [-6.96, 0.12, -0.83], [-5.61, 0.27, -1.11], [-4.34, -0.85, 1.84], [-6.76, -1.11, 2.32], [-8.43, -0.49, 0.60], [-7.68, 0.39, -1.59], [-5.27, 0.64, -2.06], [1.92, 0.55, 6.64], [2.01, 1.53, 5.48], [1.63, 0.87, 4.16], [1.74, 1.79, 2.95], [0.89, 2.98, 3.06], [-0.44, 3.00, 2.93], [-1.57, 1.59, 2.46], [-0.87, 4.26, 3.16], [-2.25, 4.76, 3.16], [-2.79, 4.96, 4.57], [-3.07, 3.66, 5.32], [-4.31, 2.94, 4.82], [0.23, 5.07, 3.46], [0.32, 6.43, 3.75], [1.59, 6.92, 3.97], [2.72, 6.10, 3.92], [2.62, 4.75, 3.63], [1.35, 4.25, 3.40], [2.16, 1.04, 7.59], [2.62, -0.28, 6.51], [0.92, 0.13, 6.72], [3.02, 1.94, 5.41], [1.35, 2.38, 5.66], [0.62, 0.47, 4.20], [2.29, 0.01, 3.97], [1.47, 1.26, 2.04], [2.76, 2.15, 2.81], [-2.85, 4.04, 2.60], [-2.25, 5.69, 2.60], [-3.71, 5.54, 4.50], [-2.08, 5.57, 5.13], [-3.18, 3.89, 6.38], [-2.20, 3.00, 5.25], [-5.19, 3.59, 4.88], [-4.52, 2.05, 5.42], [-4.21, 2.60, 3.78], [-0.55, 7.06, 3.80], [1.72, 7.98, 4.20], [3.70, 6.53, 4.11], [3.50, 4.12, 3.59]]}

***

{"formula": "C42H51BN10O5S3SeTl", "method": "ωB97M-V with the def2-TZVPD basis set", "e_above_lowest_kj_mol": 56.0, "max_force_ev_per_a": 1.61, "energy_ha": -6348.3469, "total_charge": -1, "homo_energy_ev": -4.91, "gap_ev": 6.36, "elements": ["Tl", "C", "C", "C", "C", "N", "N", "B", "N", "N", "C", "C", "C", "C", "C", "S", "C", "C", "C", "C", "N", "N", "C", "C", "C", "C", "C", "S", "C", "C", "C", "C", "C", "S", "C", "C", "C", "C", "H", "H", "H", "H", "H", "H", "H", "H", "H", "H", "H", "H", "H", "H", "H", "H", "H", "H", "H", "H", "H", "H", "H", "H", "H", "H", "H", "H", "H", "H", "H", "H", "H", "H", "H", "H", "H", "H", "H", "O", "C", "O", "C", "C", "C", "N", "C", "C", "C", "O", "O", "H", "H", "H", "C", "C", "N", "O", "H", "H", "H", "H", "H", "Se", "N", "C", "C", "C", "C", "C", "C", "N", "H", "H", "H", "H"], "positions_angstrom": [[-0.14, 0.32, -0.09], [2.23, -3.29, 2.12], [2.74, -1.91, 1.88], [3.50, -1.24, 2.80], [4.01, 0.04, 2.47], [3.65, 0.65, 1.38], [2.84, 0.06, 0.49], [2.35, 0.85, -0.67], [2.66, 0.18, -1.98], [3.90, -0.32, -1.91], [4.38, -1.08, -2.84], [3.58, -1.45, -3.95], [2.32, -0.95, -4.06], [1.39, -1.34, -5.16], [1.84, -0.04, -3.06], [0.36, 0.69, -3.19], [5.82, -1.51, -2.68], [5.95, -3.02, -2.90], [6.66, -0.76, -3.71], [6.30, -1.16, -1.27], [2.49, 2.36, -0.73], [3.79, 2.65, -0.81], [4.22, 3.85, -1.06], [3.31, 4.90, -1.34], [1.98, 4.65, -1.28], [0.97, 5.69, -1.61], [1.52, 3.34, -0.89], [-0.12, 3.18, -0.62], [5.71, 4.10, -1.01], [6.00, 4.80, 0.33], [6.16, 5.02, -2.16], [6.48, 2.78, -1.09], [2.45, -1.26, 0.65], [1.61, -2.11, -0.53], [5.10, 0.65, 3.31], [5.50, 2.02, 2.76], [4.70, 0.79, 4.78], [6.32, -0.29, 3.19], [2.59, -3.67, 3.07], [2.54, -3.94, 1.31], [1.14, -3.28, 2.13], [3.71, -1.69, 3.76], [3.96, -2.14, -4.69], [1.87, -2.02, -5.85], [1.04, -0.46, -5.68], [0.52, -1.82, -4.72], [5.74, -3.29, -3.94], [5.26, -3.56, -2.26], [6.97, -3.34, -2.67], [6.31, -0.97, -4.72], [7.71, -1.05, -3.64], [6.59, 0.31, -3.54], [5.73, -1.71, -0.53], [6.16, -0.10, -1.08], [7.35, -1.40, -1.15], [3.67, 5.88, -1.61], [1.45, 6.60, -1.95], [0.35, 5.90, -0.74], [0.30, 5.31, -2.38], [5.44, 5.72, 0.41], [7.06, 5.02, 0.41], [5.71, 4.15, 1.16], [5.82, 6.04, -2.02], [5.80, 4.66, -3.12], [7.25, 5.04, -2.19], [6.09, 2.08, -0.37], [7.54, 2.95, -0.89], [6.39, 2.34, -2.08], [4.66, 2.70, 2.79], [5.83, 1.91, 1.73], [6.32, 2.43, 3.35], [3.96, 1.57, 4.92], [5.58, 1.07, 5.37], [4.31, -0.14, 5.19], [6.59, -0.42, 2.15], [6.11, -1.27, 3.62], [7.17, 0.14, 3.73], [0.87, 2.36, 7.14], [1.75, 2.49, 6.30], [2.87, 2.99, 6.34], [1.37, 1.95, 4.87], [1.60, 2.75, 3.76], [1.22, 2.30, 2.51], [0.67, 1.11, 2.31], [0.48, 0.32, 3.36], [0.80, 0.70, 4.66], [-0.11, -1.06, 3.10], [-0.06, -1.91, 3.97], [-0.62, -1.22, 1.94], [2.08, 3.71, 3.88], [1.35, 2.93, 1.64], [0.57, 0.04, 5.48], [-4.92, 0.96, 0.68], [-3.48, 0.54, 0.89], [-3.27, -0.42, 1.79], [-2.58, 1.07, 0.26], [-5.58, 0.59, 1.46], [-5.25, 0.57, -0.28], [-4.97, 2.04, 0.64], [-4.02, -0.86, 2.29], [-2.31, -0.75, 1.93], [-1.32, -3.05, 0.37], [-1.59, -1.72, -0.73], [-2.71, -1.92, -1.42], [-3.22, -1.07, -2.42], [-4.38, -1.44, -3.05], [-5.06, -2.62, -2.70], [-4.60, -3.46, -1.72], [-3.39, -3.14, -1.07], [-2.77, -3.87, -0.15], [-2.69, -0.16, -2.65], [-4.78, -0.81, -3.83], [-5.97, -2.86, -3.23], [-5.12, -4.36, -1.45]]}

***

{"formula": "C42H51FN9O5P", "method": "ωB97M-V with the def2-TZVPD basis set", "max_force_ev_per_a": 10.19, "smiles": "O=C1OC(=O)C(P(O)O)=C1CCF.c1cc[nH]c1.c1cc[nH]c1.c1cc[nH]c1.c1cc[nH]c1.c1cc[nH]c1.c1cc[nH]c1.c1cc[nH]c1.c1cc[nH]c1.c1cc[nH]c1", "energy_ha": -2940.9412, "homo_energy_ev": -7.84, "gap_ev": 5.04, "elements": ["O", "C", "O", "C", "O", "C", "P", "O", "O", "C", "C", "C", "F", "H", "H", "H", "H", "H", "H", "N", "C", "C", "C", "C", "H", "H", "H", "H", "H", "N", "C", "C", "C", "C", "H", "H", "H", "H", "H", "N", "C", "C", "C", "C", "H", "H", "H", "H", "H", "N", "C", "C", "C", "C", "H", "H", "H", "H", "H", "N", "C", "C", "C", "C", "H", "H", "H", "H", "H", "N", "C", "C", "C", "C", "H", "H", "H", "H", "H", "N", "C", "C", "C", "C", "H", "H", "H", "H", "H", "N", "C", "C", "C", "C", "H", "H", "H", "H", "H", "N", "C", "C", "C", "C", "H", "H", "H", "H", "H"], "positions_angstrom": [[5.23, 4.43, 2.34], [5.17, 3.35, 1.53], [6.19, 2.83, 0.58], [5.78, 1.58, -0.12], [6.51, 0.82, -0.97], [4.21, 1.26, 0.36], [3.15, -0.21, -0.23], [2.43, -1.02, 1.14], [1.98, 0.24, -1.44], [3.87, 2.32, 1.35], [2.49, 2.56, 2.20], [1.22, 2.71, 1.13], [0.90, 4.17, 0.95], [1.54, -0.63, 1.36], [1.03, 0.14, -1.11], [2.29, 1.79, 3.06], [2.59, 3.64, 2.70], [1.62, 2.31, 0.11], [0.30, 2.07, 1.43], [-0.72, -2.70, 0.87], [-2.04, -2.91, 1.18], [-2.09, -3.64, 2.34], [-0.76, -3.88, 2.75], [0.07, -3.28, 1.82], [-0.39, -2.19, 0.06], [-2.83, -2.52, 0.54], [-2.99, -3.97, 2.84], [-0.43, -4.42, 3.63], [1.15, -3.22, 1.76], [7.21, -0.90, 2.12], [8.16, -1.39, 1.27], [8.80, -2.43, 1.91], [8.20, -2.58, 3.18], [7.22, -1.62, 3.28], [6.59, -0.12, 1.91], [8.31, -0.96, 0.29], [9.61, -3.03, 1.50], [8.46, -3.30, 3.94], [6.53, -1.38, 4.08], [-4.85, -1.88, -1.42], [-5.07, -1.58, -2.74], [-5.19, -2.77, -3.43], [-5.04, -3.82, -2.50], [-4.83, -3.24, -1.26], [-4.72, -1.21, -0.68], [-5.13, -0.56, -3.07], [-5.37, -2.86, -4.49], [-5.07, -4.88, -2.70], [-4.67, -3.69, -0.29], [-8.79, 2.18, -3.31], [-8.40, 3.29, -2.61], [-7.39, 2.91, -1.75], [-7.16, 1.53, -1.95], [-8.05, 1.10, -2.91], [-9.53, 2.16, -4.01], [-8.86, 4.25, -2.78], [-6.86, 3.56, -1.06], [-6.44, 0.91, -1.43], [-8.20, 0.12, -3.35], [11.83, -0.87, 1.79], [11.11, 0.21, 1.36], [11.85, 0.86, 0.40], [13.07, 0.15, 0.25], [13.02, -0.92, 1.11], [11.54, -1.53, 2.50], [10.13, 0.42, 1.77], [11.56, 1.76, -0.13], [13.88, 0.38, -0.43], [13.74, -1.71, 1.31], [7.87, 1.41, -5.09], [8.83, 0.92, -5.94], [9.46, -0.13, -5.30], [8.87, -0.27, -4.03], [7.88, 0.69, -3.92], [7.25, 2.19, -5.29], [8.98, 1.35, -6.92], [10.27, -0.72, -5.71], [9.12, -0.99, -3.26], [7.19, 0.92, -3.12], [1.33, 7.13, -0.48], [0.61, 8.21, -0.91], [1.35, 8.87, -1.87], [2.57, 8.15, -2.03], [2.52, 7.08, -1.16], [1.04, 6.47, 0.23], [-0.37, 8.43, -0.50], [1.06, 9.76, -2.40], [3.38, 8.39, -2.70], [3.24, 6.29, -0.96], [-8.46, -0.84, 0.73], [-7.50, -1.80, 0.57], [-7.94, -2.95, 1.19], [-9.22, -2.67, 1.72], [-9.52, -1.36, 1.42], [-8.40, 0.11, 0.38], [-6.58, -1.59, 0.05], [-7.41, -3.89, 1.24], [-9.86, -3.35, 2.27], [-10.39, -0.76, 1.64], [-12.92, -3.53, 2.55], [-12.53, -4.41, 3.52], [-13.61, -5.20, 3.85], [-14.69, -4.78, 3.04], [-14.24, -3.75, 2.24], [-12.33, -2.83, 2.12], [-11.51, -4.40, 3.90], [-13.62, -5.99, 4.59], [-15.69, -5.19, 3.03], [-14.74, -3.16, 1.49]]}

***

{"formula": "C42H51FO9P2S2", "method": "ωB97M-V with the def2-TZVPD basis set", "e_above_lowest_kj_mol": 0.0, "max_force_ev_per_a": 0.42, "energy_ha": -3887.2841, "homo_energy_ev": -9.00, "gap_ev": 8.76, "elements": ["C", "C", "O", "P", "O", "C", "C", "O", "P", "O", "O", "S", "O", "S", "O", "O", "F", "O", "C", "C", "H", "H", "H", "H", "H", "H", "H", "H", "H", "H", "H", "H", "H", "H", "H", "C", "C", "C", "C", "C", "C", "H", "H", "H", "H", "H", "H", "C", "C", "C", "C", "C", "C", "H", "H", "H", "H", "H", "H", "C", "C", "C", "C", "C", "C", "H", "H", "H", "H", "H", "H", "C", "C", "C", "C", "C", "C", "H", "H", "H", "H", "H", "H", "C", "C", "C", "C", "C", "C", "H", "H", "H", "H", "H", "H", "C", "C", "C", "C", "C", "C", "H", "H", "H", "H", "H", "H"], "positions_angstrom": [[2.31, 0.65, 4.06], [3.05, 1.51, 3.06], [2.12, 2.20, 2.19], [1.99, 1.75, 0.66], [3.24, 1.39, -0.02], [0.89, 0.31, 0.63], [-0.14, 0.12, 1.74], [-1.47, -0.12, 1.19], [-2.45, 1.08, 1.06], [-1.94, 2.36, 0.57], [-3.63, 0.39, 0.26], [-5.00, 1.33, -0.09], [-3.08, 1.19, 2.58], [-3.16, 2.51, 3.45], [-3.69, 3.59, 2.71], [-3.63, 2.12, 4.72], [-1.62, 2.75, 3.58], [1.23, 2.96, 0.01], [0.58, 4.03, 0.74], [1.54, 5.17, 0.98], [1.35, 1.11, 4.32], [2.89, 0.56, 4.98], [2.12, -0.35, 3.68], [3.62, 2.30, 3.56], [3.74, 0.94, 2.44], [0.38, 0.30, -0.34], [1.57, -0.54, 0.62], [0.06, -0.77, 2.33], [-0.18, 0.97, 2.43], [-4.36, 2.50, -0.29], [0.15, 3.65, 1.66], [-0.25, 4.34, 0.11], [2.35, 4.88, 1.64], [0.99, 5.99, 1.46], [1.94, 5.54, 0.04], [6.49, 0.91, -5.08], [7.04, 0.68, -3.83], [6.26, 0.86, -2.69], [4.93, 1.25, -2.80], [4.39, 1.48, -4.06], [5.16, 1.31, -5.20], [7.09, 0.77, -5.97], [8.07, 0.37, -3.73], [6.69, 0.68, -1.71], [4.32, 1.37, -1.92], [3.36, 1.78, -4.15], [4.73, 1.48, -6.18], [-0.89, 4.29, 6.81], [0.14, 4.71, 7.64], [0.08, 4.46, 9.00], [-1.02, 3.79, 9.53], [-2.04, 3.37, 8.70], [-1.98, 3.62, 7.34], [-0.84, 4.50, 5.74], [0.99, 5.24, 7.23], [0.88, 4.79, 9.65], [-1.06, 3.59, 10.59], [-2.90, 2.84, 9.11], [-2.79, 3.30, 6.69], [1.47, -1.18, -4.30], [0.71, -0.32, -3.52], [-0.49, -0.75, -2.98], [-0.94, -2.05, -3.20], [-0.17, -2.91, -3.97], [1.03, -2.48, -4.52], [2.40, -0.84, -4.73], [1.05, 0.69, -3.34], [-1.09, -0.07, -2.38], [-1.87, -2.38, -2.78], [-0.51, -3.92, -4.15], [1.62, -3.15, -5.13], [9.51, -2.93, -6.98], [8.81, -2.04, -6.17], [7.65, -2.45, -5.53], [7.19, -3.75, -5.70], [7.88, -4.63, -6.52], [9.05, -4.22, -7.16], [10.42, -2.61, -7.48], [9.18, -1.03, -6.03], [7.11, -1.76, -4.90], [6.28, -4.07, -5.21], [7.52, -5.65, -6.65], [9.59, -4.91, -7.79], [-8.80, -1.19, -3.21], [-9.79, -1.67, -2.37], [-9.50, -1.97, -1.05], [-8.21, -1.79, -0.57], [-7.21, -1.32, -1.41], [-7.51, -1.02, -2.74], [-9.03, -0.96, -4.25], [-10.80, -1.81, -2.74], [-10.27, -2.35, -0.39], [-7.97, -2.02, 0.46], [-6.21, -1.18, -1.04], [-6.73, -0.65, -3.40], [-4.82, -3.10, 2.18], [-5.55, -3.89, 1.30], [-5.89, -5.19, 1.65], [-5.50, -5.70, 2.89], [-4.78, -4.91, 3.77], [-4.44, -3.61, 3.41], [-4.55, -2.09, 1.90], [-5.86, -3.50, 0.34], [-6.46, -5.81, 0.97], [-5.77, -6.71, 3.16], [-4.48, -5.30, 4.73], [-3.87, -2.99, 4.10]]}